DFT (ωB97M-V/def2-TZVPD) results for a structure of composition C28H63O14PSi2 in a non-equilibrium geometry.

Last column: Löwdin charge in e.
CARTESIAN COORDINATES (ANGSTROEM)
1 C 7.0835 1.8243 -0.9958  -0.341
2 P 5.2853 1.8689 -1.5798  0.679
3 O 4.9599 0.5076 -2.6320  -0.415
4 Si 4.9137 3.6435 -2.8972  0.386
5 O 4.3961 4.9871 -1.8895  -0.469
6 Si 2.8483 4.5305 -1.1928  0.519
7 O 1.6456 5.0675 -2.3338  -0.181
8 C 0.3479 5.1049 -1.7458  -0.434
9 O -0.0486 6.1639 -1.1925  0.033
10 C -0.6598 3.8631 -1.7675  -0.081
11 C -1.9055 3.9387 -0.8123  0.004
12 C -2.9762 2.7947 -0.7804  -0.049
13 C -2.7691 1.5518 -1.7216  -0.046
14 C -1.5125 1.4621 -2.6617  -0.051
15 C -0.4467 2.6159 -2.6895  -0.002
16 H 7.1640 0.9685 -0.2355  0.032
17 H 7.3964 2.8035 -0.4911  0.058
18 H 7.7853 1.5775 -1.8630  0.044
19 H 4.1792 0.7994 -3.1632  0.021
20 H 6.0924 4.0520 -3.6566  -0.063
21 H 3.8120 3.3127 -3.8185  -0.041
22 H 2.6830 5.1528 0.1381  0.004
23 H 2.6975 3.0660 -1.0957  -0.034
24 H -2.0275 4.8521 -0.1230  0.096
25 H -3.8707 2.8918 -0.0821  0.086
26 H -3.5561 0.7127 -1.7374  0.088
27 H -1.3272 0.5718 -3.3464  0.079
28 H 0.4746 2.5710 -3.3630  0.097
29 C -3.3638 -4.4721 -0.3610  -0.097
30 O -3.3665 -4.7321 -1.7589  -0.224
31 C -4.1507 -3.7909 -2.4873  -0.190
32 C -3.2670 -2.7531 -3.1736  -0.188
33 O -2.6137 -1.9148 -2.2210  -0.217
34 C -1.2536 -2.2785 -2.0244  -0.108
35 H -2.5823 -5.0792 0.0990  0.091
36 H -3.1560 -3.4191 -0.1442  0.087
37 H -4.3269 -4.7564 0.0710  0.089
38 H -4.8854 -3.3081 -1.8345  0.126
39 H -4.6931 -4.3509 -3.2539  0.122
40 H -3.9006 -2.1031 -3.7861  0.125
41 H -2.5390 -3.2328 -3.8365  0.117
42 H -0.6568 -1.9703 -2.8881  0.083
43 H -1.1415 -3.3546 -1.8656  0.084
44 H -0.8845 -1.7576 -1.1399  0.092
45 C 5.9582 -0.2165 2.7772  -0.111
46 O 6.7111 0.9892 2.8131  -0.209
47 C 6.3123 1.8477 3.8790  -0.198
48 C 7.2938 1.7695 5.0450  -0.198
49 O 7.2556 0.4885 5.6719  -0.194
50 C 8.3486 -0.3342 5.2882  -0.112
51 H 6.4526 -0.9100 2.0942  0.087
52 H 5.8983 -0.6871 3.7642  0.085
53 H 4.9520 -0.0139 2.4014  0.087
54 H 5.2950 1.6127 4.2084  0.126
55 H 6.3155 2.8680 3.4864  0.122
56 H 6.9968 2.5019 5.8027  0.123
57 H 8.3104 2.0159 4.7205  0.125
58 H 9.2648 0.0126 5.7750  0.087
59 H 8.4888 -0.3412 4.2037  0.083
60 H 8.1416 -1.3535 5.6171  0.089
61 C -1.6566 9.0303 1.1194  -0.104
62 O -3.0035 9.2766 0.7365  -0.192
63 C -3.7360 8.0747 0.5163  -0.195
64 C -4.6415 7.7564 1.7029  -0.199
65 O -3.8809 7.4257 2.8640  -0.196
66 C -3.8095 8.5024 3.7883  -0.113
67 H -1.2269 9.9661 1.4819  0.088
68 H -1.5918 8.2866 1.9207  0.085
69 H -1.0809 8.6934 0.2538  0.083
70 H -3.0596 7.2395 0.3061  0.112
71 H -4.3598 8.2374 -0.3666  0.124
72 H -5.2441 6.8755 1.4577  0.121
73 H -5.3272 8.5854 1.9076  0.124
74 H -4.7694 8.6183 4.3000  0.086
75 H -3.5399 9.4410 3.2961  0.084
76 H -3.0439 8.2673 4.5288  0.088
77 C -2.9639 -5.6964 3.3940  -0.112
78 O -2.4064 -4.4095 3.1641  -0.205
79 C -3.1608 -3.3706 3.7839  -0.198
80 C -2.4913 -2.8973 5.0710  -0.197
81 O -2.5144 -3.9125 6.0729  -0.193
82 C -1.2634 -4.5742 6.2014  -0.111
83 H -2.2310 -6.4460 3.0898  0.091
84 H -3.2005 -5.8530 4.4516  0.086
85 H -3.8659 -5.8241 2.7897  0.082
86 H -4.1884 -3.6967 3.9753  0.126
87 H -3.1947 -2.5355 3.0791  0.122
88 H -3.0564 -2.0476 5.4679  0.124
89 H -1.4672 -2.5593 4.8802  0.126
90 H -0.5465 -3.9206 6.7065  0.087
91 H -0.8636 -4.8763 5.2294  0.083
92 H -1.4103 -5.4685 6.8085  0.089
93 C 0.1464 -5.9844 -6.4332  -0.112
94 O -1.2008 -5.7522 -6.8204  -0.197
95 C -1.9204 -6.9623 -7.0450  -0.198
96 C -2.8263 -7.2911 -5.8618  -0.197
97 O -2.0666 -7.6146 -4.6995  -0.190
98 C -2.0096 -6.5361 -3.7737  -0.106
99 H 0.5641 -5.0444 -6.0677  0.087
100 H 0.2160 -6.7284 -5.6327  0.085
101 H 0.7298 -6.3137 -7.2968  0.086
102 H -1.2348 -7.7902 -7.2535  0.125
103 H -2.5427 -6.8051 -7.9299  0.122
104 H -3.4189 -8.1779 -6.1098  0.123
105 H -3.5213 -6.4692 -5.6586  0.122
106 H -2.9703 -6.4304 -3.2660  0.075
107 H -1.7478 -5.5944 -4.2653  0.076
108 H -1.2440 -6.7628 -3.0305  0.095

Calculated values
* HOMO level: -8.17 eV
* frontier orbital gap: 7.725 eV
* DFT total energy: -3078.05125 Eh
* E_LUMO: -0.4 eV
* 2S+1: 1